No. 1
Formula: C3H4N2O
Source: OMol25
Level of theory: ωB97M-V with the def2-TZVPD basis set

The calculation puts the total energy at -8195.819 eV. The calculation puts the LUMO energy (spin up / spin down) at -0.81 / -0.33 eV. The energy relative to the best compared isomer or geometry (same formula, charge and spin) comes out at 778.3 kJ/mol. The calculation puts the HOMO energy (spin up / spin down) at -7.46 / -9.80 eV.

Geometry as XYZ:
```
10
Properties=species:S:1:pos:R:3:forces:R:3
C -1.00852 -0.68272 -0.00618 0.649 0.224 -0.230
C 0.29026 -0.13259 0.05258 -0.763 -0.302 0.183
C 1.52230 -0.67273 0.01513 7.078 3.369 -0.220
N -1.53696 0.57091 -0.07904 -0.898 0.134 -0.674
N -0.28028 1.16047 0.17234 0.651 0.628 0.788
O 3.09599 0.23501 -0.01938 -6.536 -3.237 0.166
H -1.48663 -1.63604 -0.00247 -0.182 -0.233 0.084
H 1.78542 -1.70384 -0.04423 -0.093 -0.364 -0.018
H -2.40398 0.91917 0.30878 0.248 0.048 0.250
H 0.02240 1.94236 -0.39753 -0.154 -0.268 -0.329
```
Positions in Å, forces in eV/Å.



No. 2
Formula: C6H5ClN2O4
Source: OMol25
Level of theory: ωB97M-V with the def2-TZVPD basis set

The calculation puts the total energy at -29990.920 eV. The calculation puts the LUMO energy (spin up / spin down) at -0.44 / -0.44 eV. The SMILES is [H]/N=C/C=C\C(=C\Cl)[N+](=O)[O-].O=C=O. The energy relative to the best compared isomer or geometry (same formula, charge and spin) comes out at 84.5 kJ/mol. The calculation puts the HOMO energy (spin up / spin down) at -9.27 / -9.27 eV.

Geometry as XYZ:
```
18
Properties=species:S:1:pos:R:3:forces:R:3
H -3.42771 1.39445 -0.13592 0.309 -0.558 0.329
N -2.52571 0.94997 0.09359 -0.658 0.449 -0.461
C -2.56146 -0.32374 0.06549 -0.433 0.510 0.345
C -1.38852 -1.21671 0.11197 0.291 0.274 0.616
C -0.11838 -0.82208 -0.17457 -0.160 0.085 -1.043
C 0.31709 0.57097 -0.30529 -0.778 0.865 -0.994
C -0.12924 1.59674 0.40513 0.053 -0.061 1.574
Cl 0.42541 3.18888 0.48934 -0.259 0.374 0.059
N 1.28811 0.86614 -1.35680 -0.096 1.733 2.107
O 1.82521 -0.12883 -1.70362 2.116 -1.745 -2.420
O 1.60292 2.02645 -1.62888 -0.450 -1.544 -0.480
H -3.55761 -0.76722 -0.00646 0.282 -0.655 -0.252
H -1.62644 -2.25106 0.39309 0.317 0.314 -0.702
H 0.67355 -1.47226 -0.59358 -0.777 -0.163 1.114
H -0.82214 1.36173 1.18860 0.175 0.167 0.185
O 2.71816 -2.33234 0.35739 -0.290 -0.689 0.053
C 3.33902 -1.68347 1.08331 -0.059 0.396 -0.860
O 3.96776 -0.95761 1.71721 0.416 0.248 0.831
```
Positions in Å, forces in eV/Å.



No. 3
Formula: C28H37BaN2O2P
Source: OMol25
Level of theory: ωB97M-V with the def2-TZVPD basis set

The calculation puts the total energy at -46681.751 eV. The calculation puts the LUMO energy (spin up / spin down) at -1.34 / -1.58 eV. The energy relative to the best compared isomer or geometry (same formula, charge and spin) comes out at 872.2 kJ/mol. The calculation puts the HOMO energy (spin up / spin down) at -4.51 / -4.54 eV.

Geometry as XYZ:
```
71
Properties=species:S:1:pos:R:3:forces:R:3
C 0.74497 3.62508 -3.49869 -0.343 0.331 -0.041
C -0.61460 3.32079 -3.24979 0.140 -0.617 -0.231
C -0.92348 2.15037 -2.53876 1.329 0.117 0.594
C 0.14422 1.41892 -1.95340 0.331 2.341 -2.118
C 1.48437 1.68974 -2.25257 -0.210 -0.132 0.561
C 1.78306 2.81614 -2.99176 -0.857 0.644 -0.948
C -2.31149 1.66249 -2.19516 0.263 -0.780 -0.417
C -2.36867 0.21418 -1.70695 -1.115 -0.023 2.717
N -1.70394 -1.08535 -2.07295 -1.831 0.954 -5.727
Ba -0.94447 -1.14963 0.08916 0.462 0.082 4.218
C 2.62002 0.78725 -1.76890 0.894 2.164 -1.540
P 2.03281 -0.51590 -0.83973 -3.196 -0.096 4.830
H -1.45956 3.95077 -3.60064 0.881 -0.397 0.032
H 2.81620 3.06568 -3.18827 0.053 0.048 -0.156
H 0.97594 4.51178 -4.12891 -0.060 -0.702 0.683
H 3.28103 1.29749 -1.05079 -0.138 0.233 -0.214
H 3.26478 0.50176 -2.61345 -0.113 0.190 0.055
H -2.64210 2.22211 -1.32436 -0.193 0.099 0.223
H -3.03630 1.92849 -2.99933 0.440 -0.281 0.162
H -0.12845 0.83139 -1.15108 -0.296 -1.473 1.087
C 3.40860 -1.26741 -0.01622 0.845 -0.016 0.229
C 2.17529 -1.79860 -2.72668 -0.138 -2.464 -1.961
H -2.92940 0.15891 -0.69731 0.515 -0.154 -1.861
C -1.47638 -1.02733 -3.65033 -3.431 -0.172 2.064
C -2.66382 -2.19901 -1.83211 1.169 1.300 0.277
H 1.58846 -1.73513 -1.75660 0.390 0.648 -0.152
H -2.00602 -1.92989 -4.06868 0.868 1.149 0.141
H -2.08107 -0.11691 -3.83328 0.705 -0.691 -1.004
H -0.48974 -0.96670 -3.97203 1.718 0.238 -0.276
H -2.83383 -2.74070 -2.71781 -0.835 -0.489 -0.951
H -2.31407 -3.41215 -1.18350 -0.884 1.702 1.427
H -3.53300 -1.78879 -1.30589 0.033 -0.690 -0.125
H 3.21448 -1.56041 -2.92170 -0.196 0.183 0.301
H 2.10709 -2.87299 -2.48554 -0.005 -0.344 -1.309
H 1.42735 -1.38544 -3.41334 0.548 -0.475 -0.189
H 4.30087 -0.85626 -0.47701 0.531 -0.246 0.210
H 3.29455 -0.86810 0.99371 0.405 -0.281 0.143
H 3.44368 -2.36085 0.02134 -0.053 0.238 -0.146
H -2.83362 -3.53699 -0.27172 0.731 -1.417 0.233
C 3.18781 0.97850 4.74532 0.297 0.047 0.035
C 2.20698 -0.07406 4.29301 -0.016 -0.197 -0.093
C 2.68548 -1.35449 4.00399 -0.045 -0.535 -0.146
C 1.83186 -2.35707 3.51272 0.428 0.403 0.132
C 0.47142 -2.09759 3.40047 -0.030 0.041 0.042
C -0.03521 -0.84214 3.79681 0.251 0.167 -0.348
N -1.40013 -0.63462 3.68153 0.501 -0.713 0.080
C -2.19871 0.23601 4.44575 -0.368 0.413 0.435
C -2.14389 0.32048 5.84093 -0.174 0.082 -0.546
C -2.99057 1.22184 6.49005 0.160 -0.125 -0.122
C -3.85785 2.02800 5.74708 0.028 -0.030 -0.149
C -3.89218 1.95065 4.34644 0.174 -0.543 0.094
C -3.07579 1.02264 3.69721 0.119 0.282 0.035
C -2.88370 0.79314 2.19876 0.436 0.513 -1.368
O -2.09014 1.58317 1.58137 -0.984 -1.263 0.782
O -3.41720 -0.25072 1.70037 0.722 0.580 0.233
C 0.85185 0.22298 4.13081 -0.357 -0.710 -0.275
C 0.34879 1.62945 4.21034 -0.100 0.688 0.223
H 3.31751 1.77598 4.00135 -0.098 -0.144 0.134
H 2.88960 1.45186 5.68901 -0.036 -0.080 -0.217
H 4.17167 0.52160 4.90255 -0.177 0.099 -0.016
H 3.75083 -1.55552 4.15530 -0.387 -0.034 -0.116
H 2.23819 -3.33748 3.24570 -0.180 0.344 0.087
H -0.22809 -2.86373 3.02486 0.342 0.287 0.380
H -1.93928 -1.35067 3.21155 0.077 0.048 0.093
H -1.43675 -0.31468 6.37209 -0.179 0.156 0.035
H -2.96050 1.27815 7.58082 -0.093 0.086 -0.362
H -4.51500 2.72201 6.26951 0.151 -0.110 -0.154
H -4.55168 2.57645 3.75107 0.067 -0.013 0.217
H -0.38244 1.87132 3.41765 0.232 -0.287 0.305
H -0.13048 1.83070 5.17979 0.051 0.060 -0.254
H 1.17490 2.34514 4.11253 -0.168 -0.231 0.002
```
Positions in Å, forces in eV/Å.



No. 4
Formula: C16H18F3MnO3S
Source: OMol25
Level of theory: ωB97M-V with the def2-TZVPD basis set

As for the expectation value of S²: 0.770. The calculation puts the total energy at -73325.281 eV. As for the charge: +1. The calculation puts the LUMO energy (spin up / spin down) at -3.99 / -3.87 eV. The energy relative to the best compared isomer or geometry (same formula, charge and spin) comes out at 16.6 kJ/mol. The spin multiplicity is 2. The calculation puts the HOMO energy (spin up / spin down) at -11.46 / -11.58 eV.

Geometry as XYZ:
```
42
Properties=species:S:1:pos:R:3:forces:R:3
Mn 0.18121 1.56351 -1.41740 -0.500 -0.179 -0.673
C 1.19320 -0.68817 -4.82856 -0.031 0.010 0.042
C 0.36405 0.08638 -3.85887 -0.068 -0.148 -0.124
C -1.08296 0.32578 -4.09310 -0.043 -0.017 -0.017
O 0.93241 0.51068 -2.84280 0.002 0.145 0.003
H 0.62676 -1.01862 -5.69342 -0.005 0.020 0.024
H 1.61668 -1.55145 -4.31140 0.010 0.014 0.006
H 2.03071 -0.06551 -5.14727 0.008 -0.006 0.009
H -1.42894 -0.13314 -5.01360 -0.013 0.016 0.016
H -1.27921 1.40070 -4.10757 0.029 -0.018 -0.020
H -1.63927 -0.07409 -3.23886 0.020 0.011 -0.005
O -0.74031 2.65469 -1.97338 0.364 -0.337 0.246
F -5.00226 -4.16588 3.98937 0.012 0.028 -0.015
C -4.03005 -4.65428 3.20881 -0.030 -0.033 0.030
F -3.17300 -5.32026 4.00232 0.026 0.010 -0.005
F -4.58809 -5.56217 2.39007 0.008 0.007 -0.026
C -3.32372 -3.57691 2.42836 0.033 0.061 -0.039
C -2.29034 -3.94908 1.57421 -0.011 0.037 0.002
C -1.62243 -2.98494 0.84292 -0.029 -0.043 0.032
C -1.98233 -1.63953 0.96665 -0.016 -0.012 0.026
C -3.01846 -1.27609 1.82653 -0.026 -0.037 0.025
C -3.69075 -2.24567 2.55493 0.025 -0.011 -0.017
C -1.29226 -0.63699 0.21150 -0.070 -0.122 0.087
C -0.70989 0.21322 -0.42772 0.185 0.269 -0.185
H -2.01345 -4.99164 1.48256 -0.009 0.019 0.006
H -0.81954 -3.26510 0.17398 -0.014 0.011 0.014
H -3.29725 -0.23477 1.91818 0.010 -0.020 -0.006
H -4.49669 -1.96564 3.21913 0.019 -0.014 -0.014
O 1.94043 1.94686 -0.86697 -0.432 0.183 0.409
S 1.69728 2.66786 0.51337 0.758 0.085 0.039
C 2.72550 4.15711 0.38357 -0.086 0.106 0.119
C 3.65848 4.12884 1.58866 0.054 0.000 0.019
C 4.09725 2.67334 1.72876 0.080 0.007 -0.039
C 2.82601 1.83554 1.66568 -0.130 0.011 0.089
H 2.07461 5.02643 0.31718 0.028 -0.006 -0.002
H 3.27224 4.02709 -0.55151 -0.066 -0.033 -0.042
H 3.14183 4.47232 2.48736 0.000 -0.029 -0.008
H 4.50349 4.79622 1.42207 -0.029 0.004 -0.001
H 4.63288 2.48738 2.65851 -0.021 0.000 -0.006
H 4.75957 2.40457 0.90361 -0.007 0.001 0.017
H 2.29702 1.80238 2.61968 0.019 0.006 -0.007
H 2.94957 0.81902 1.29446 -0.051 0.005 -0.010
```
Positions in Å, forces in eV/Å.